Entry from the Open Molecules 2025 dataset: 18 unconnected molecules or ions with the total composition C66H156B6F24N12O6 (ωB97M-V/def2-TZVPD).

Element x y z (Å)
1 C -9.228 8.586 2.377
2 C -8.895 7.214 1.956
3 O -9.168 6.705 0.884
4 N -8.063 6.408 2.981
5 H -7.453 5.706 2.525
6 H -7.427 7.150 3.394
7 C -8.920 5.907 4.077
8 H -9.889 8.637 3.204
9 H -9.660 9.019 1.496
10 H -8.233 9.093 2.645
11 H -8.398 5.295 4.815
12 H -9.642 5.322 3.561
13 H -9.372 6.695 4.599
14 C 4.454 -1.861 -3.223
15 C 3.343 -1.563 -2.362
16 O 2.198 -1.368 -2.717
17 N 3.779 -1.441 -0.943
18 H 4.204 -2.368 -0.693
19 H 4.524 -0.752 -0.917
20 C 2.795 -0.992 0.075
21 H 4.250 -1.577 -4.267
22 H 4.696 -2.925 -3.204
23 H 5.348 -1.338 -2.846
24 H 2.532 0.075 -0.196
25 H 3.413 -0.938 0.948
26 H 1.967 -1.657 0.206
27 C -3.281 2.214 -1.187
28 C -2.794 1.031 -1.982
29 O -3.291 0.276 -2.744
30 N -1.412 0.516 -1.759
31 H -0.896 0.833 -0.923
32 H -1.556 -0.529 -1.637
33 C -0.547 0.746 -2.955
34 H -4.345 2.322 -1.322
35 H -2.858 3.211 -1.401
36 H -3.000 1.979 -0.162
37 H -0.551 1.792 -3.099
38 H -1.003 0.190 -3.771
39 H 0.439 0.368 -2.737
40 C -3.453 -4.028 4.817
41 C -2.123 -4.128 4.168
42 O -1.083 -3.922 4.638
43 N -2.134 -4.705 2.790
44 H -2.682 -5.583 2.846
45 H -2.769 -4.204 2.192
46 C -0.778 -5.025 2.330
47 H -3.679 -4.990 5.280
48 H -4.240 -3.537 4.243
49 H -3.175 -3.254 5.558
50 H -0.202 -4.084 2.326
51 H -0.748 -5.443 1.301
52 H -0.205 -5.630 3.086
53 C -6.920 -5.801 -0.113
54 C -7.984 -6.736 -0.759
55 O -8.503 -6.748 -1.830
56 N -8.415 -7.819 0.235
57 H -9.151 -8.384 -0.262
58 H -7.654 -8.515 0.323
59 C -8.927 -7.217 1.461
60 H -7.426 -4.831 -0.170
61 H -6.098 -5.724 -0.809
62 H -6.610 -6.165 0.882
63 H -9.434 -7.939 2.065
64 H -9.616 -6.403 1.205
65 H -8.039 -6.855 2.055
66 C -2.780 -2.963 -6.133
67 C -4.136 -2.956 -6.784
68 O -5.229 -2.870 -6.352
69 N -4.012 -3.165 -8.358
70 H -3.893 -2.316 -8.869
71 H -3.160 -3.653 -8.549
72 C -5.333 -3.805 -8.910
73 H -2.747 -3.706 -5.342
74 H -2.775 -2.015 -5.551
75 H -1.955 -2.933 -6.829
76 H -5.422 -4.868 -8.565
77 H -5.256 -3.842 -10.024
78 H -6.082 -3.109 -8.550
79 C 9.722 -0.630 2.488
80 C 9.524 -2.038 1.895
81 C 9.784 -3.047 3.017
82 N 9.555 -4.479 2.624
83 C 8.271 -4.581 1.936
84 C 9.581 -5.384 3.884
85 C 10.142 -6.697 3.412
86 C 11.214 -6.276 2.353
87 C 10.570 -5.121 1.628
88 H 10.773 -0.541 2.678
89 H 9.059 -0.409 3.299
90 H 9.510 0.061 1.678
91 H 10.202 -2.199 1.052
92 H 8.512 -2.174 1.503
93 H 9.164 -2.952 3.922
94 H 10.852 -3.009 3.292
95 H 7.471 -4.063 2.462
96 H 8.086 -5.669 1.768
97 H 8.412 -4.091 0.933
98 H 8.584 -5.447 4.266
99 H 10.218 -4.845 4.601
100 H 9.386 -7.286 2.908
101 H 10.409 -7.371 4.189
102 H 11.560 -7.092 1.723
103 H 12.065 -5.945 2.910
104 H 9.997 -5.400 0.803
105 H 11.188 -4.348 1.269
106 C 1.882 -8.581 1.977
107 C 2.960 -8.811 0.853
108 C 2.263 -8.554 -0.477
109 N 3.134 -8.568 -1.707
110 C 3.332 -10.026 -2.073
111 C 4.451 -7.876 -1.524
112 C 4.766 -7.521 -2.961
113 C 3.522 -7.268 -3.691
114 C 2.432 -7.832 -2.832
115 H 1.024 -9.228 1.996
116 H 1.383 -7.608 1.942
117 H 2.368 -8.687 2.952
118 H 3.293 -9.819 0.918
119 H 3.762 -8.098 1.065
120 H 1.861 -7.573 -0.434
121 H 1.481 -9.267 -0.705
122 H 3.972 -10.519 -1.303
123 H 3.814 -10.035 -3.045
124 H 2.416 -10.560 -2.226
125 H 5.176 -8.593 -1.113
126 H 4.386 -6.968 -0.924
127 H 5.260 -8.362 -3.357
128 H 5.525 -6.745 -3.135
129 H 3.554 -7.796 -4.670
130 H 3.297 -6.253 -3.931
131 H 1.827 -8.603 -3.260
132 H 1.712 -7.148 -2.415
133 C 2.271 14.198 -0.594
134 C 2.265 12.693 -0.478
135 C 0.970 12.091 -0.965
136 N 0.984 10.551 -0.784
137 C 1.944 9.993 -1.840
138 C -0.361 9.995 -1.048
139 C -0.268 8.572 -0.488
140 C 0.686 8.709 0.710
141 C 1.312 10.084 0.575
142 H 1.354 14.648 -0.157
143 H 2.535 14.582 -1.595
144 H 3.077 14.567 0.039
145 H 2.474 12.498 0.596
146 H 3.215 12.408 -0.950
147 H 0.731 12.351 -1.981
148 H 0.074 12.499 -0.379
149 H 2.922 10.470 -1.841
150 H 1.400 10.180 -2.783
151 H 2.021 8.919 -1.713
152 H -0.511 9.928 -2.098
153 H -1.163 10.630 -0.644
154 H 0.167 7.831 -1.187
155 H -1.235 8.225 -0.163
156 H 1.415 7.912 0.884
157 H 0.035 8.694 1.616
158 H 2.434 10.088 0.683
159 H 0.905 10.806 1.278
160 C -10.285 -0.365 -4.401
161 C -9.461 0.635 -3.550
162 C -9.861 0.375 -2.071
163 N -8.854 0.892 -1.045
164 C -8.709 2.345 -1.314
165 C -7.520 0.159 -1.041
166 C -6.926 0.484 0.378
167 C -8.091 0.978 1.170
168 C -9.341 0.587 0.390
169 H -11.340 -0.420 -4.145
170 H -9.967 -1.380 -4.210
171 H -10.238 -0.125 -5.478
172 H -9.813 1.602 -3.771
173 H -8.409 0.492 -3.638
174 H -9.964 -0.712 -1.924
175 H -10.820 0.879 -1.875
176 H -8.184 2.826 -0.553
177 H -9.716 2.748 -1.273
178 H -8.267 2.503 -2.294
179 H -6.926 0.691 -1.775
180 H -7.657 -0.895 -1.345
181 H -6.121 1.194 0.205
182 H -6.387 -0.355 0.787
183 H -8.065 2.064 1.350
184 H -8.061 0.594 2.203
185 H -10.151 1.268 0.639
186 H -9.686 -0.445 0.401
187 C 1.116 -1.488 3.503
188 C 0.428 -0.129 3.172
189 C -0.930 0.014 3.816
190 N -1.719 1.223 3.344
191 C -2.364 0.806 1.999
192 C -0.883 2.430 3.204
193 C -0.603 2.849 4.624
194 C -1.919 2.606 5.300
195 C -2.720 1.601 4.394
196 H 0.699 -2.292 2.891
197 H 1.008 -1.730 4.559
198 H 2.136 -1.363 3.232
199 H 0.267 -0.035 2.100
200 H 1.109 0.623 3.554
201 H -0.846 0.116 4.906
202 H -1.610 -0.760 3.586
203 H -2.885 1.639 1.563
204 H -3.013 -0.057 2.293
205 H -1.618 0.472 1.251
206 H -1.399 3.208 2.643
207 H 0.021 2.193 2.587
208 H -0.224 3.838 4.769
209 H 0.208 2.160 4.944
210 H -2.542 3.509 5.428
211 H -1.859 2.250 6.321
212 H -3.453 2.174 3.900
213 H -3.124 0.700 4.854
214 C 5.076 4.062 2.166
215 C 5.583 4.933 1.019
216 C 5.104 4.233 -0.285
217 N 5.944 4.586 -1.463
218 C 5.983 6.068 -1.704
219 C 5.410 3.853 -2.673
220 C 6.598 3.809 -3.605
221 C 7.843 3.624 -2.652
222 C 7.400 4.156 -1.293
223 H 4.041 3.943 2.182
224 H 5.333 4.612 3.109
225 H 5.540 3.080 2.142
226 H 6.646 4.938 1.053
227 H 5.196 5.931 1.157
228 H 4.102 4.611 -0.481
229 H 5.039 3.147 -0.280
230 H 6.478 6.465 -0.849
231 H 5.003 6.439 -1.699
232 H 6.574 6.407 -2.554
233 H 4.643 4.495 -3.081
234 H 5.019 2.855 -2.489
235 H 6.675 4.782 -4.126
236 H 6.393 3.051 -4.363
237 H 8.687 4.254 -3.096
238 H 8.187 2.603 -2.688
239 H 7.971 5.019 -0.804
240 H 7.438 3.346 -0.538
241 B 3.993 -4.682 0.274
242 F 4.965 -5.577 0.707
243 F 4.360 -4.116 -1.033
244 F 2.714 -5.324 0.175
245 F 3.875 -3.594 1.119
246 B -1.334 -3.299 -2.348
247 F -0.781 -4.403 -1.776
248 F -0.643 -2.950 -3.582
249 F -2.666 -3.415 -2.561
250 F -1.067 -2.199 -1.455
251 B 6.379 0.347 -0.330
252 F 5.478 0.178 0.813
253 F 5.464 0.922 -1.313
254 F 7.410 1.197 -0.063
255 F 6.790 -0.852 -0.874
256 B 1.339 2.887 -0.131
257 F 1.275 3.710 1.040
258 F 2.545 2.130 -0.013
259 F 0.233 1.995 -0.128
260 F 1.308 3.664 -1.268
261 B -4.911 -3.021 1.879
262 F -5.427 -2.917 0.573
263 F -5.528 -2.386 2.901
264 F -4.907 -4.449 2.205
265 F -3.517 -2.660 1.848
266 B -5.809 4.006 1.560
267 F -7.138 4.249 2.088
268 F -5.137 3.210 2.506
269 F -6.072 3.374 0.303
270 F -5.105 5.204 1.374

Calculated values
- Spin multiplicity: 1
- Charge: +6
- Maximum force: 0.0695 Eh/bohr
- Frontier orbital gap: 10.19 eV
- E: -170399.9752 eV
- HOMO energy: -18.963 eV

Here are the Löwdin charges for atoms 1 to 5, given in e:
1. C 0.03
2. C -0.37
3. O 0.16
4. N 0.07
5. H 0.10

***

Entry from the Open Molecules 2025 dataset: a gas-phase ion, C4H12NOS (charge +1) (ωB97M-V/def2-TZVPD).

Element x y z (Å)
1 C 1.187 0.854 -0.610
2 O 2.079 1.548 0.329
3 C 0.055 0.476 0.244
4 C -0.916 -0.534 -0.332
5 C -0.440 -1.906 -0.473
6 S -0.599 -2.712 1.247
7 N -0.810 1.601 0.679
8 H 1.774 0.078 -1.160
9 H 0.872 1.646 -1.327
10 H 2.818 1.803 -0.278
11 H 0.577 0.158 1.173
12 H -1.224 -0.360 -1.331
13 H -1.899 -0.330 0.149
14 H 0.571 -2.040 -0.716
15 H -1.107 -2.412 -1.110
16 H 0.145 -3.721 0.872
17 H -1.482 1.406 1.428
18 H -0.266 2.322 1.181
19 H -1.336 2.123 0.034

Calculated values
- Spin multiplicity: 1
- Charge: +1
- Structure (SMILES): [NH3+][C@H](CO)CCS
- Maximum force: 0.0801 Eh/bohr
- Frontier orbital gap: 8.84 eV
- E: -18707.6017 eV
- HOMO energy: -12.444 eV

Here are the natural (NBO) charges for atoms 1 to 5, given in e:
1. C -0.10
2. O -0.73
3. C -0.09
4. C -0.45
5. C -0.46

***

Entry from the Open Molecules 2025 dataset: 8 unconnected molecules or ions with the total composition C4H22O8 (ωB97M-V/def2-TZVPD).

Element x y z (Å)
1 O -1.766 0.072 0.872
2 C -0.632 0.005 1.281
3 C 0.601 0.690 0.724
4 C 1.698 -0.419 0.791
5 C 3.061 0.143 1.212
6 H -0.451 -0.675 2.128
7 H 0.317 0.965 -0.290
8 H 1.008 1.598 1.145
9 H 1.504 -1.234 1.496
10 H 1.869 -0.831 -0.211
11 H 3.882 -0.558 1.146
12 H 3.039 0.705 2.151
13 H 3.297 0.984 0.521
14 H -0.575 -4.669 0.373
15 H 0.093 -4.074 -0.923
16 O -0.748 -4.195 -0.443
17 H 1.753 2.438 3.057
18 H 0.447 1.610 3.065
19 O 1.149 1.951 3.623
20 H -1.474 3.080 -1.684
21 H -2.915 2.983 -0.949
22 O -2.444 3.184 -1.700
23 H 0.834 2.783 -0.856
24 H 0.110 4.221 -1.085
25 O 0.021 3.276 -0.934
26 H 0.180 -2.125 -1.963
27 H 0.953 -3.281 -2.495
28 O 1.002 -2.613 -1.804
29 H -2.656 0.176 -0.504
30 H -4.101 -0.364 -0.805
31 O -3.330 0.037 -1.205
32 H -1.976 -1.180 -1.970
33 H -2.094 -2.616 -1.562
34 O -1.656 -2.068 -2.202

Calculated values
- Spin multiplicity: 1
- Structure (SMILES): CCCC=O.O.O.O.O.O.O.O
- Maximum force: 0.0826 Eh/bohr
- Frontier orbital gap: 10.54 eV
- E: -20883.8923 eV
- HOMO energy: -10.407 eV

Here are the natural (NBO) charges for atoms 1 to 5, given in e:
1. O -0.55
2. C 0.48
3. C -0.55
4. C -0.41
5. C -0.60